This record from the Open Molecules 2025 dataset describes a 9-piece molecular cluster, C73H85BN10O4S overall in a non-equilibrium geometry. The level of theory is wB97M-V/def2-TZVPD.

Properties
gap between HOMO and LUMO = 0.273 Ha
HOMO = -7.252 eV
SMILES = CCOB(O)c1cc(CCC(=O)O)cc2c1Nc1c(CCCCCCCCCCCCn3cccc3)cccc1S2.c1ccncc1.c1ccncc1.c1ccncc1.c1ccncc1.c1ccncc1.c1ccncc1.c1ccncc1.c1ccncc1
max |F| = 5.82 eV/Å
molecular weight = 1209.43 g/mol
total energy = -111669.024 eV
LUMO energy = 0.174 eV
energy above the lowest of the compared OMol25 structures with the same formula, charge and spin = 0.000 eV

The geometry in XYZ format:
```
174
Properties=species:S:1:pos:R:3:forces:R:3:mulliken_charge:R:1
C -4.391 3.617 4.301 -0.17 0.49 0.67 -1.05
C -2.892 3.109 4.568 -0.05 0.85 -1.21 0.30
O -2.779 2.240 5.751 -0.05 -1.16 -2.27 -0.59
B -2.550 0.866 5.277 -0.74 0.56 0.53 0.77
O -3.728 0.022 5.205 1.61 1.93 -1.40 -0.62
C -1.056 0.438 4.840 2.51 -0.91 -0.77 0.56
C 0.128 0.874 5.772 1.28 -1.71 -3.15 -0.50
C 1.622 0.550 5.417 -2.23 -1.25 -2.05 0.14
C 2.884 1.002 6.293 -1.15 1.31 0.12 -0.72
C 3.680 2.227 5.561 0.66 -0.77 0.69 -0.30
C 4.541 1.765 4.301 0.51 1.58 -4.89 0.48
O 4.591 2.459 3.232 -0.49 -2.47 4.53 -0.61
O 5.281 0.527 4.247 -1.79 1.50 0.68 -0.49
C 1.908 -0.229 4.099 -3.73 0.84 0.67 -0.64
C 0.723 -0.646 3.191 -0.99 1.44 1.71 0.39
C -0.799 -0.345 3.513 3.53 0.83 2.45 -0.64
N -1.817 -0.808 2.568 1.71 1.65 -0.52 -0.27
C -1.594 -0.352 1.186 0.93 1.34 -4.08 0.34
C -2.672 0.433 0.372 1.33 0.45 -0.66 1.18
C -4.117 0.721 1.066 1.63 -1.90 -0.69 -0.84
C -4.879 -0.732 1.081 -0.98 1.03 -0.02 0.03
C -4.966 -1.417 -0.376 -0.72 -0.82 0.07 -0.77
C -4.261 -2.878 -0.471 -0.42 0.46 -0.20 -0.61
C -2.687 -2.827 -0.841 -0.75 -0.62 -0.38 0.91
C -2.211 -3.943 -1.937 1.17 0.92 1.47 -0.70
C -0.666 -3.545 -2.296 -0.37 -0.20 -0.19 -0.30
C -0.554 -2.554 -3.561 0.44 -0.95 -0.67 -0.61
C 0.965 -2.066 -3.863 -0.51 -0.05 -0.83 -0.64
C 1.042 -0.562 -4.451 0.48 0.13 0.25 0.23
C 2.414 -0.270 -5.283 -1.41 0.62 0.53 -0.48
C 2.858 1.244 -4.917 -0.23 0.14 -0.50 -0.79
N 3.795 1.318 -3.752 3.19 0.26 3.59 0.76
C 3.586 1.813 -2.392 2.57 -0.18 1.89 -0.34
C 4.873 1.730 -1.495 -1.01 -1.31 -5.58 -0.82
C 5.977 1.121 -2.474 -5.38 1.12 -1.58 -0.45
C 5.192 0.903 -3.792 0.63 0.77 2.06 -0.42
C -2.434 0.953 -1.073 3.92 -3.02 2.30 -1.63
C -1.034 0.604 -1.723 -1.09 -0.45 2.49 -0.46
C 0.096 -0.178 -0.977 -3.64 1.05 1.61 0.29
C -0.210 -0.635 0.473 -2.42 1.56 -0.45 -0.17
S 1.022 -1.532 1.566 -1.29 1.63 0.34 -0.37
H -5.079 2.840 3.814 1.01 0.93 0.84 0.10
H -4.441 4.556 3.627 0.44 -1.60 0.95 0.36
H -4.829 3.959 5.320 0.60 -0.76 -1.68 0.30
H -2.491 2.569 3.621 -0.58 0.78 1.45 -0.06
H -2.229 4.050 4.675 -0.91 -1.58 0.17 0.29
H -4.391 0.589 4.727 0.41 -0.70 1.10 0.17
H -0.128 1.464 6.712 0.61 -1.02 -1.43 0.49
H 2.447 1.479 7.255 0.75 -0.92 -1.49 0.19
H 3.586 0.152 6.588 -1.04 1.12 -0.67 0.39
H 4.420 2.702 6.313 -1.03 -0.92 -1.12 0.34
H 2.947 3.080 5.288 1.33 -1.68 -0.05 0.24
H 5.429 0.287 3.295 -0.19 0.96 1.07 0.35
H 2.991 -0.490 3.801 -2.08 0.43 0.48 0.36
H -2.782 -0.675 2.893 0.68 0.00 -0.11 0.27
H -4.692 1.464 0.417 0.78 -0.96 1.15 0.53
H -3.916 1.093 2.139 -0.58 -0.31 -1.64 -0.23
H -4.425 -1.458 1.841 -0.38 1.03 -1.11 0.28
H -5.964 -0.516 1.454 1.89 -0.44 -0.60 0.04
H -4.589 -0.757 -1.231 -0.39 -0.74 1.35 0.24
H -6.094 -1.592 -0.582 1.79 0.31 0.28 0.44
H -4.486 -3.403 0.535 0.54 0.58 -1.71 0.20
H -4.820 -3.444 -1.308 0.88 0.72 1.32 0.30
H -2.483 -1.809 -1.319 -0.07 -1.29 0.91 -0.94
H -2.076 -2.981 0.127 -0.78 0.42 -1.70 0.22
H -2.879 -3.981 -2.870 0.99 0.11 1.40 0.44
H -2.172 -4.954 -1.405 -0.40 1.27 -0.93 0.08
H -0.117 -4.546 -2.471 -0.57 1.71 -0.11 0.50
H -0.140 -3.053 -1.389 -1.04 -0.76 -1.30 -0.08
H -1.275 -1.664 -3.518 1.06 -1.26 0.32 0.13
H -0.866 -3.174 -4.493 0.28 1.07 1.47 0.43
H 1.384 -2.760 -4.691 -0.57 1.04 1.39 0.46
H 1.628 -2.227 -2.942 -0.87 0.50 -1.24 0.34
H 0.135 -0.313 -5.123 1.35 -0.61 1.04 0.36
H 1.024 0.229 -3.606 -0.08 -1.49 -1.15 -0.64
H 3.186 -1.062 -4.981 -0.87 1.41 -0.60 0.48
H 2.160 -0.302 -6.413 0.72 -0.08 1.86 0.20
H 3.305 1.736 -5.860 -0.35 -0.71 1.67 0.03
H 1.951 1.903 -4.631 1.35 -1.25 -0.53 0.31
H 2.605 2.250 -1.966 1.60 -0.96 -1.31 0.51
H 5.005 2.051 -0.407 -0.46 -0.51 -1.94 0.41
H 7.077 0.904 -2.269 -2.07 0.23 -0.46 0.35
H 5.532 0.507 -4.807 -0.29 0.58 1.78 0.28
H -3.215 1.552 -1.653 1.23 -1.09 1.07 0.34
H -0.899 1.015 -2.795 0.07 -0.93 1.98 0.27
H 1.110 -0.394 -1.485 -1.91 0.42 1.09 0.51
C -0.162 6.100 8.217 -0.06 0.10 -0.01 -0.44
C -0.887 5.320 7.328 0.15 0.08 0.17 -0.43
C -0.544 3.984 7.196 0.40 -0.36 0.11 0.67
N 0.455 3.397 7.879 -0.10 0.81 0.14 -0.25
C 1.141 4.177 8.732 -0.19 -0.46 -0.30 -0.30
C 0.873 5.520 8.937 -0.08 0.03 -0.07 -0.45
H -0.402 7.149 8.349 0.02 -0.07 -0.01 0.39
H -1.701 5.740 6.749 0.03 -0.05 0.02 0.42
H -1.083 3.334 6.516 -0.02 0.13 0.09 -0.39
H 1.943 3.679 9.269 -0.01 0.07 0.03 0.40
H 1.459 6.099 9.640 -0.01 -0.06 -0.04 0.38
C -9.926 -0.310 4.562 -0.06 -0.02 0.04 -0.31
C -10.319 -0.017 3.264 0.07 -0.03 0.14 -0.38
C -9.352 0.406 2.366 0.59 0.12 -0.03 -0.30
N -8.054 0.552 2.679 -0.44 -0.21 0.50 -0.29
C -7.702 0.263 3.942 -0.10 0.17 -0.62 0.41
C -8.591 -0.169 4.912 -0.09 -0.01 -0.01 -0.56
H -10.654 -0.645 5.293 0.06 0.02 -0.05 0.37
H -11.353 -0.114 2.956 0.07 0.01 -0.01 0.38
H -9.610 0.644 1.339 -0.04 -0.02 0.05 0.36
H -6.648 0.392 4.169 -0.04 -0.06 0.06 -0.05
H -8.250 -0.390 5.916 0.01 0.02 -0.07 0.38
C 0.298 5.181 0.273 0.05 0.02 0.07 -0.81
C 0.149 6.305 -0.527 0.00 -0.11 0.09 -0.29
C -0.689 6.220 -1.627 -0.35 -0.40 -0.29 -0.37
N -1.365 5.110 -1.969 0.42 0.09 0.55 -0.58
C -1.201 4.036 -1.178 -0.21 0.46 -0.51 -0.26
C -0.390 4.021 -0.055 0.07 0.06 0.06 -0.13
H 0.944 5.208 1.144 -0.03 -0.01 -0.06 0.47
H 0.671 7.226 -0.301 -0.02 -0.05 -0.06 0.39
H -0.841 7.073 -2.281 0.07 0.00 0.05 0.40
H -1.756 3.153 -1.477 0.18 0.22 0.13 0.50
H -0.298 3.125 0.548 -0.02 -0.03 -0.07 0.64
C 10.159 -2.877 -3.147 0.06 -0.05 -0.02 -0.12
C 9.508 -2.959 -1.925 0.05 0.01 -0.14 -0.58
C 8.558 -1.997 -1.622 -0.25 0.50 -0.26 -0.26
N 8.231 -0.985 -2.442 0.83 -0.69 -0.17 -0.25
C 8.877 -0.928 -3.618 -0.38 0.08 0.49 -0.03
C 9.840 -1.842 -4.015 0.02 -0.11 0.09 -0.65
H 10.908 -3.612 -3.421 -0.05 0.05 0.02 0.36
H 9.733 -3.753 -1.223 -0.03 0.05 -0.02 0.35
H 8.019 -2.021 -0.680 0.04 -0.04 -0.01 0.40
H 8.595 -0.099 -4.260 0.03 -0.03 -0.02 0.36
H 10.328 -1.748 -4.977 -0.04 0.02 0.05 0.35
C 4.565 5.554 -5.287 -0.01 -0.03 -0.02 -0.50
C 4.448 6.931 -5.412 0.01 -0.13 0.01 -0.42
C 3.673 7.610 -4.486 -0.33 -0.14 0.48 -0.36
N 3.024 7.012 -3.474 0.37 -0.33 -0.44 -0.45
C 3.153 5.678 -3.377 -0.17 0.57 0.09 -0.47
C 3.907 4.909 -4.250 0.08 0.03 -0.19 0.08
H 5.165 4.987 -5.993 -0.02 0.02 0.06 0.43
H 4.948 7.466 -6.211 -0.03 0.00 0.05 0.37
H 3.553 8.687 -4.539 0.04 -0.03 -0.05 0.34
H 2.616 5.221 -2.551 0.04 -0.05 -0.04 0.50
H 3.976 3.836 -4.123 0.03 0.07 0.08 0.42
C -5.729 -7.358 2.164 -0.03 -0.04 0.10 -0.10
C -6.124 -7.061 0.867 0.04 -0.01 0.06 -0.58
C -5.158 -6.636 -0.031 0.66 0.10 0.03 -0.26
N -3.858 -6.489 0.281 -0.58 -0.25 0.46 -0.20
C -3.505 -6.782 1.544 0.15 0.31 -0.58 -0.09
C -4.395 -7.217 2.513 -0.22 -0.02 -0.07 -0.78
H -6.456 -7.695 2.895 0.04 0.02 -0.05 0.37
H -7.158 -7.159 0.560 0.06 0.01 -0.01 0.38
H -5.417 -6.396 -1.058 -0.05 -0.01 0.04 0.38
H -2.452 -6.653 1.770 -0.08 -0.10 0.04 0.51
H -4.052 -7.441 3.516 0.02 0.03 -0.06 0.37
C 1.257 -10.454 0.871 0.06 -0.05 -0.04 -0.11
C 0.621 -10.517 2.103 0.05 0.01 -0.12 -0.54
C -0.313 -9.540 2.408 -0.23 0.49 -0.28 -0.20
N -0.636 -8.531 1.582 0.54 -0.52 -0.13 -0.23
C -0.004 -8.493 0.398 -0.37 0.17 0.44 -0.03
C 0.941 -9.424 -0.002 0.03 -0.13 0.12 -0.67
H 1.993 -11.202 0.595 -0.05 0.05 0.02 0.36
H 0.844 -11.307 2.809 -0.03 0.05 -0.02 0.36
H -0.840 -9.547 3.357 0.05 -0.05 -0.01 0.35
H -0.283 -7.667 -0.248 0.02 -0.05 -0.02 0.36
H 1.418 -9.345 -0.971 -0.04 0.02 0.05 0.36
C 2.611 2.331 -10.977 0.02 0.01 -0.08 -0.15
C 1.603 1.470 -10.567 0.10 0.10 -0.03 -0.57
C 1.355 1.351 -9.209 0.21 0.22 0.52 -0.11
N 2.037 2.018 -8.263 0.17 0.05 -0.67 -0.26
C 3.009 2.843 -8.687 -0.39 -0.32 0.34 0.05
C 3.331 3.034 -10.021 -0.08 -0.08 -0.09 -0.68
H 2.835 2.453 -12.031 -0.02 -0.01 0.07 0.36
H 1.023 0.906 -11.286 0.02 0.02 0.06 0.35
H 0.575 0.693 -8.840 0.01 0.00 -0.07 0.36
H 3.545 3.367 -7.902 0.01 0.03 -0.06 0.32
H 4.124 3.714 -10.306 -0.04 -0.03 0.04 0.35
```
Forces are in eV/Å.